146
Properties=species:S:1:pos:R:3:mulliken_charge:R:1 method="wB97M-V/def2-TZVPD" de_lowest_ev=0.496 fmax_ev_per_a=1.054 charge=+2 energy_ha=-4217.92386 homo_lumo_gap_ev=7.769
Zr -1.20606 -0.69771 -1.04898 1.045
C 0.74575 -1.36161 -2.48364 -1.306
C 0.52091 -0.23298 -3.31194 1.128
C -0.75192 -0.44172 -3.95872 1.280
C -1.27164 -1.64706 -3.44334 -1.069
C -0.33151 -2.26994 -2.58427 0.256
C -0.32283 -3.77090 -2.27980 1.563
C -1.55907 -4.20394 -1.48598 -1.541
C 0.95065 -4.16999 -1.53087 -2.440
C -0.32709 -4.50521 -3.62949 -1.735
C -1.39495 0.19397 -5.21018 2.219
C -2.60391 -0.63286 -5.67246 -2.031
C -0.37666 0.12598 -6.36288 -1.701
C -1.91168 1.63226 -5.05990 -1.569
C 1.67893 0.74595 -3.54643 1.759
C 1.27178 2.17425 -3.91523 -1.717
C 2.52055 0.84708 -2.26893 -1.104
C 2.60134 0.16842 -4.63685 -1.720
H 1.66286 -1.57701 -1.95916 0.558
H -2.14234 -2.15220 -3.82490 1.040
H -1.56593 -3.76316 -0.48491 -0.080
H -1.56977 -5.28995 -1.36725 0.669
H -2.48476 -3.91693 -1.98901 0.262
H 1.08278 -3.58918 -0.62005 0.766
H 1.83310 -4.02790 -2.15997 0.304
H 0.90168 -5.22846 -1.26553 0.536
H -1.28696 -4.39902 -4.13908 0.361
H -0.14408 -5.57153 -3.47733 0.421
H 0.45293 -4.11389 -4.28629 0.341
H -2.32374 -1.64892 -5.95814 0.374
H -3.03589 -0.15161 -6.55178 0.454
H -3.38714 -0.67971 -4.91468 0.302
H 0.11841 -0.84749 -6.39605 0.296
H 0.38683 0.89653 -6.29650 0.232
H -0.90188 0.27041 -7.30842 0.553
H -2.87107 1.64323 -4.54248 0.388
H -2.07959 2.05647 -6.05317 0.612
H -1.22860 2.28625 -4.52884 -0.024
H 0.66888 2.62795 -3.12317 -0.169
H 0.72139 2.23647 -4.84766 0.312
H 2.17322 2.78044 -4.03505 0.664
H 1.88062 1.01648 -1.40403 -0.981
H 3.22440 1.67863 -2.36523 0.908
H 3.10868 -0.05574 -2.10416 0.494
H 2.19194 0.28333 -5.63822 0.312
H 2.78421 -0.89468 -4.46610 0.237
H 3.56329 0.68735 -4.60969 0.489
O -5.03910 -2.67086 -0.50486 -0.727
C -3.98498 -2.14848 -0.19777 -0.256
N -3.28049 -1.26840 -0.97797 0.598
C -4.10754 -0.72953 -2.06301 -1.736
C -3.81542 0.73019 -2.19407 1.025
C -4.79202 1.65542 -2.53008 -1.338
C -4.45322 2.99366 -2.61201 -1.080
C -3.13672 3.36426 -2.37670 -1.213
C -2.22288 2.38620 -2.05684 0.355
N -2.54653 1.09136 -1.94561 1.553
C -3.43761 -2.36522 1.18281 0.473
C -4.01791 -3.31982 2.00395 -0.990
C -3.61672 -3.38110 3.32720 -0.932
C -2.66293 -2.47605 3.77046 -0.943
C -2.12030 -1.58559 2.86262 -0.543
N -2.48301 -1.52842 1.58142 1.256
H -3.90330 -1.22712 -3.01334 -0.094
H -5.15953 -0.89762 -1.84723 1.035
H -5.80416 1.31711 -2.70837 0.624
H -5.20154 3.73686 -2.85666 0.486
H -2.81473 4.39398 -2.45764 0.625
H -1.18278 2.62508 -1.90153 -0.336
H -4.78705 -3.95796 1.59289 0.657
H -4.05420 -4.10363 4.00399 0.498
H -2.33151 -2.46618 4.80121 0.568
H -1.36826 -0.87092 3.17192 0.386
N 0.15421 -1.56634 0.40759 -0.511
S 1.07385 -1.59210 1.52971 1.279
N 1.00381 -0.37870 2.64176 0.039
S 1.54152 1.05701 2.72252 1.270
N 1.27055 2.11244 1.62463 -0.428
S -0.09687 2.17546 0.72671 1.164
N -0.27692 1.08556 -0.22110 0.413
C -1.39957 2.42624 1.90162 0.422
C -2.50938 1.60449 1.80788 -0.213
C -3.51225 1.72499 2.76069 -0.685
C -3.39141 2.65831 3.77855 -1.008
C -2.27196 3.48570 3.85596 -1.095
C -1.26333 3.37311 2.91692 -0.163
C 0.19745 3.77020 0.01038 0.371
C 1.42719 3.96395 -0.61057 -0.330
C 1.65545 5.14999 -1.28553 -0.832
C 0.66515 6.12492 -1.33641 -0.913
C -0.55976 5.91501 -0.71881 -0.858
C -0.80636 4.72833 -0.04030 -0.267
C 0.90931 1.60185 4.28198 0.954
C 1.27823 2.87945 4.69093 -0.924
C 0.79257 3.35187 5.89618 -0.831
C -0.04783 2.55526 6.66895 -0.700
C -0.39850 1.28192 6.24637 -0.929
C 0.08599 0.78799 5.04214 -0.240
C 3.29353 1.18206 2.92062 0.687
C 3.90274 0.24682 3.74712 -0.667
C 5.27314 0.31730 3.92757 -0.731
C 6.00499 1.32046 3.30115 -0.731
C 5.37352 2.26019 2.49703 -0.774
C 4.00222 2.19838 2.29617 -0.227
C 0.78101 -2.94363 2.63383 0.430
C 0.01161 -3.98108 2.13663 -0.221
C -0.21833 -5.08933 2.94020 -0.759
C 0.31776 -5.14179 4.21825 -0.910
C 1.08675 -4.08791 4.70596 -0.773
C 1.32609 -2.98011 3.91160 -0.587
C 2.79629 -1.75298 1.12062 1.338
C 3.39422 -0.68891 0.46121 0.153
C 4.72473 -0.78610 0.09107 -0.799
C 5.43824 -1.94592 0.36366 -1.077
C 4.81903 -3.01969 0.98955 -1.024
C 3.48828 -2.93395 1.37206 -0.677
H -2.59139 0.87481 1.01484 -0.163
H -4.38426 1.08622 2.70411 0.584
H -4.17673 2.74958 4.51805 0.462
H -2.18764 4.21779 4.64923 0.516
H -0.38859 4.01074 2.96249 0.723
H 2.18567 3.19367 -0.57214 0.013
H 2.60716 5.31651 -1.77375 0.509
H 0.84964 7.05167 -1.86426 0.454
H -1.32696 6.67772 -0.75925 0.529
H -1.76746 4.55603 0.42545 0.681
H 1.93154 3.49133 4.07975 0.472
H 1.07387 4.33907 6.23765 0.463
H -0.42367 2.93074 7.61182 0.455
H -1.04152 0.66379 6.85887 0.512
H -0.15826 -0.20867 4.70662 0.216
H 3.31613 -0.51857 4.23806 0.100
H 5.77028 -0.40683 4.55954 0.511
H 7.07642 1.37147 3.44604 0.449
H 5.94896 3.04518 2.02415 0.489
H 3.49293 2.90785 1.65911 0.507
H -0.39960 -3.91125 1.14079 -0.144
H -0.82055 -5.90697 2.56543 0.553
H 0.14099 -6.00908 4.84144 0.411
H 1.50221 -4.13303 5.70408 0.488
H 1.91825 -2.15609 4.28505 0.145
H 2.81948 0.19796 0.22488 0.331
H 5.20110 0.04038 -0.42184 0.595
H 6.47831 -2.01949 0.07329 0.493
H 5.36981 -3.93163 1.17821 0.499
H 3.00538 -3.77897 1.84119 0.612